# 1
Formula: C5H8NP
Source: the OMol25 dataset
Level of theory: ωB97M-V/def2-TZVPD

Each line ends with the Mulliken charge.
Geometry (Å):
C1 1.2132 -1.3329 0.7342  -1.030
C2 -0.1879 -0.9010 0.4096  0.552
P1 -0.8279 0.7475 0.8325  -0.054
C3 -0.0474 2.0550 -0.2499  -0.951
C4 -2.3993 0.2358 0.0910  -0.056
N1 -2.4258 -0.9841 -0.2966  -0.502
C5 -1.2109 -1.6135 -0.1079  -0.503
H1 1.3692 -1.7621 -0.2654  0.286
H2 1.3553 -2.2459 1.3811  0.271
H3 1.9406 -0.6148 1.0231  0.324
H4 -0.5373 2.9978 0.0811  0.277
H5 -0.1773 1.8644 -1.3490  0.313
H6 0.9806 2.2798 -0.2022  0.370
H7 -3.2707 0.9560 -0.1662  0.334
H8 -1.1148 -2.6408 -0.4980  0.369

The SMILES is CC1=P(C)=CN=C1. The LUMO energy is 0.261 eV. The strongest force on any atom is 0.06266 Eh/bohr. As for the relative energy (zero: lowest compared OMol25 entry of this formula, charge and spin): 25.8 kcal/mol. For the HOMO energy, the calculation gives -8.6 eV. For the energy, the calculation gives -16091.7614 eV. Its charge is 0.

---

# 2
Formula: H28O14
Source: the OMol25 dataset
Level of theory: ωB97M-V/def2-TZVPD

Each line ends with the Mulliken charge.
Geometry (Å):
O1 -0.2473 3.4688 1.3192  -0.742
H1 0.6694 3.4358 1.2340  0.400
H2 -0.4072 2.7055 1.8502  0.278
O2 -3.6488 0.4332 -1.2296  -0.638
H3 -2.8280 0.9709 -1.0746  0.397
H4 -4.3943 0.9517 -1.0406  0.295
O3 -1.4539 -3.0194 -0.4719  -0.600
H5 -2.3199 -3.3982 -0.6301  0.279
H6 -1.3023 -2.5838 -1.2847  0.250
O4 0.2824 -2.8371 1.8710  -0.654
H7 -0.1986 -2.6981 1.0464  0.232
H8 -0.2921 -2.9228 2.6328  0.284
O5 2.2266 2.6950 0.5286  -0.682
H9 2.1174 3.3657 -0.0940  0.355
H10 2.3382 1.8562 0.0655  0.386
O6 -3.1809 2.1081 1.5679  -0.569
H11 -2.5822 1.4120 1.7701  0.281
H12 -2.9923 2.7226 2.2706  0.299
O7 2.7353 -2.9350 -0.1542  -0.563
H13 1.9551 -2.9659 0.3963  0.363
H14 3.2373 -3.6867 0.1270  0.267
O8 2.6539 0.3876 -0.9291  -0.798
H15 2.1561 -0.3861 -1.1371  0.266
H16 3.4876 -0.0218 -0.5997  0.344
O9 0.2264 -0.1466 0.2744  0.204
H17 -0.3293 0.5570 0.0050  0.131
H18 0.2547 -0.7893 -0.4337  0.102
O10 -2.4373 -0.7414 1.3534  -0.545
H19 -3.3502 -0.5871 1.2678  0.346
H20 -2.2738 -1.1333 0.4915  0.245
O11 1.1009 1.9131 -2.4934  -0.687
H21 1.7328 1.3891 -1.9828  0.473
H22 0.8720 1.5030 -3.3021  0.255
O12 2.4135 -0.7274 2.0308  -0.647
H23 1.9082 -1.1397 2.7090  0.303
H24 1.7651 -0.6232 1.3396  0.238
O13 0.9388 -1.5023 -1.9760  -0.622
H25 0.9775 -2.4494 -2.1032  0.275
H26 1.1689 -1.1259 -2.8401  0.213
O14 -1.2855 1.9212 -0.7882  -0.622
H27 -0.6543 2.0508 -1.4501  0.260
H28 -1.0398 2.5732 -0.1356  0.349

The LUMO energy is -0.329 eV. The strongest force on any atom is 0.05670 Eh/bohr. As for the relative energy (zero: lowest compared OMol25 entry of this formula, charge and spin): 28.8 kcal/mol. For the HOMO energy, the calculation gives -10.2 eV. For the energy, the calculation gives -29120.4020 eV. Its charge is 0.